# 1
87
Properties=species:S:1:pos:R:3:forces:R:3:lowdin_charge:R:1 method="wB97M-V/def2-TZVPD" gap_ha=0.133 charge=-1 homo_energy_ha=-0.124 lumo_energy_ev=0.231
O 4.428343 -4.526449 -2.561658 0.1238 -0.6384 -0.7120 -0.45
P 5.361364 -5.862738 -3.107480 -1.1867 -3.4277 1.6683 0.35
I 6.130863 -5.249534 -5.461526 0.2336 0.8457 -1.4811 -0.01
N 4.368043 -7.200159 -3.343852 0.8803 3.4346 1.0487 -0.40
C 2.936789 -6.908331 -3.213837 -0.0961 -0.8299 -0.8139 -0.42
C 2.359405 -5.915420 -4.298081 -0.9239 0.3059 0.7480 -0.34
C 1.570463 -4.734307 -3.610947 0.9666 -0.7890 -0.9159 -0.60
I -0.025934 -4.145972 -5.005741 0.1797 0.1433 0.6443 0.64
H 4.511177 -3.860246 -3.249896 -0.0249 0.3674 -0.0485 -0.02
H 2.641293 -6.609487 -2.178089 0.1384 0.1587 -0.5929 0.08
H 2.409175 -7.874259 -3.394378 0.2048 0.4661 0.2405 0.08
H 3.138936 -5.534435 -4.978693 -0.2633 -0.1361 0.4175 0.03
H 1.616889 -6.447442 -4.921004 0.5002 0.0646 0.2354 0.05
H 1.163056 -5.090915 -2.655239 -0.2738 0.4457 -0.4742 0.04
H 2.200469 -3.843850 -3.487705 -0.4907 -0.3244 0.1006 0.02
C -2.527367 0.782403 -3.042271 0.1468 0.0585 0.0299 -0.05
C -1.795510 -0.399962 -3.121185 0.0274 0.0594 0.0464 -0.04
C -0.409365 -0.362818 -3.083538 -0.1447 -0.0857 0.0679 0.00
C 0.251568 0.857906 -2.978976 -0.2534 0.0439 -0.0558 -0.09
C -0.481330 2.044403 -2.921818 -0.0513 -0.1657 -0.3337 -0.13
C -1.873503 2.001990 -2.942414 -0.1462 -0.1270 -0.1779 -0.02
C 0.209516 3.355227 -2.855465 -0.3131 0.4915 -0.0348 -0.29
O -0.429126 4.390095 -2.798899 0.0535 -0.0992 -0.0058 0.09
C 1.691860 3.381524 -2.865810 0.2191 -0.0135 -0.0102 -0.08
C 2.355288 4.605605 -2.860086 0.1906 0.0942 0.0095 0.00
C 3.741816 4.641543 -2.855354 -0.0972 -0.1113 0.0101 -0.06
C 4.471678 3.455919 -2.846911 -0.1362 -0.0194 0.0012 -0.06
C 3.815463 2.234142 -2.857348 0.1498 0.1235 0.0018 0.01
C 2.424154 2.193581 -2.876173 0.0924 0.2279 0.0093 -0.08
C 1.733638 0.881447 -2.920938 0.3466 -0.5976 -0.0043 -0.28
O 2.369276 -0.153740 -2.913867 -0.0779 0.1306 0.0456 0.11
H -3.609605 0.751399 -3.061937 0.0242 -0.0022 0.0037 0.11
H -2.306192 -1.351091 -3.209807 0.0420 0.0010 0.0162 0.11
H 0.154827 -1.284723 -3.139749 0.1038 0.0610 -0.0389 0.09
H -2.444775 2.919455 -2.882992 0.1439 0.0569 -0.0098 0.12
H 1.790652 5.528805 -2.862756 -0.1184 -0.1095 0.0285 0.12
H 4.256106 5.594494 -2.856047 -0.0171 -0.0185 0.0059 0.10
H 5.554009 3.485624 -2.836104 -0.0249 -0.0108 -0.0033 0.11
H 4.384786 1.313847 -2.855127 -0.1487 -0.0583 -0.0194 0.12
C 0.491441 -2.186955 0.885867 -0.0215 -0.0685 -0.0050 -0.06
C 0.735055 -2.208313 2.256574 -0.1346 -0.0461 -0.0036 -0.06
C -0.274425 -2.569349 3.136978 0.1706 0.0767 -0.0713 0.00
C -1.536916 -2.898338 2.650125 0.1053 0.0859 -0.1509 -0.08
C -1.787058 -2.853234 1.277087 0.1783 0.0401 0.1118 -0.08
C -0.765886 -2.507983 0.396408 0.1630 0.0527 -0.0287 0.00
C -3.139014 -3.152432 0.744670 -0.0297 0.0289 -0.6515 -0.28
O -3.358205 -3.115970 -0.450558 -0.0171 0.0321 0.1392 0.11
C -4.222740 -3.488333 1.701429 -0.1868 -0.0425 0.1861 -0.08
C -5.510676 -3.717269 1.224895 -0.1940 -0.0499 0.0747 0.00
C -6.528453 -4.044765 2.108359 0.1379 0.0239 0.0100 -0.06
C -6.262933 -4.153804 3.470506 0.1148 0.0346 -0.0542 -0.06
C -4.982972 -3.921438 3.950746 -0.2059 -0.0330 -0.0163 0.00
C -3.961270 -3.579028 3.069013 -0.2128 -0.0455 -0.1037 -0.08
C -2.603809 -3.298780 3.599241 0.2028 -0.0229 0.6157 -0.28
O -2.373252 -3.390645 4.789982 -0.0625 0.0093 -0.1294 0.10
H 1.282763 -1.913034 0.198185 -0.0144 -0.0300 0.0011 0.12
H 1.713822 -1.944432 2.637272 -0.0147 -0.0253 -0.0178 0.11
H -0.081486 -2.590468 4.201522 -0.1410 -0.0627 -0.0069 0.12
H -0.953281 -2.484520 -0.669613 -0.1181 -0.0410 0.0473 0.11
H -5.719337 -3.636615 0.166225 0.1655 0.0120 -0.0001 0.12
H -7.530470 -4.217653 1.735976 0.0262 -0.0020 0.0018 0.11
H -7.057058 -4.416461 4.158296 0.0201 0.0053 -0.0129 0.10
H -4.779824 -4.002190 5.010411 0.1442 0.0497 -0.0548 0.12
C 0.433792 7.831544 4.839697 -0.0149 -0.1117 -0.0531 -0.06
C 0.630865 6.943400 5.893303 -0.0121 -0.0812 -0.1081 -0.06
C 0.599891 5.575874 5.665163 0.0203 0.1912 0.1029 0.00
C 0.359923 5.089980 4.382830 -0.0203 0.2553 0.0176 -0.08
C 0.139217 5.980093 3.331372 0.0536 0.0651 0.2397 -0.08
C 0.187878 7.352343 3.561767 0.0261 0.1216 0.1664 0.00
C -0.165481 5.478941 1.967007 -0.1045 0.3168 -0.5453 -0.28
O -0.353032 6.256868 1.051604 0.0266 -0.0480 0.1356 0.11
C -0.243916 4.014468 1.747574 -0.0195 -0.2501 -0.0022 -0.08
C -0.583691 3.527062 0.486868 -0.0279 -0.1300 -0.0530 0.02
C -0.646485 2.157200 0.270599 0.0310 0.0655 0.2360 -0.02
C -0.361555 1.272027 1.304851 0.0061 0.1124 0.0901 -0.03
C -0.027852 1.750433 2.562532 -0.0309 -0.0982 -0.1227 0.01
C 0.022804 3.123431 2.790694 -0.0385 -0.0279 -0.1911 -0.08
C 0.346997 3.624481 4.147836 0.1127 -0.4889 0.4110 -0.28
O 0.593111 2.851975 5.054858 -0.0286 0.1227 -0.0776 0.10
H 0.467087 8.899261 5.017646 -0.0015 -0.0232 -0.0080 0.10
H 0.810806 7.319094 6.892879 0.0055 -0.0112 -0.0226 0.10
H 0.758535 4.887144 6.484485 -0.0037 -0.1028 -0.1262 0.12
H 0.029795 8.044418 2.745197 -0.0295 -0.1410 -0.0750 0.12
H -0.801849 4.213447 -0.321400 0.0415 0.0983 0.1028 0.11
H -0.913153 1.771318 -0.703000 -0.0328 0.0222 0.2507 0.08
H -0.404729 0.206273 1.124366 -0.0153 0.0200 0.0376 0.08
H 0.188832 1.057402 3.365373 0.0014 0.1248 0.0674 0.12


# 2
103
Properties=species:S:1:pos:R:3:forces:R:3:lowdin_charge:R:1 method="wB97M-V/def2-TZVPD" gap_ha="0.221 / 0.232" charge=+1 spin_multiplicity=4 homo_energy_ha="-0.388 / -0.410" e_above_lowest_ev=2.388 lumo_energy_ev="-4.547 / -4.859" s_squared=3.80
Mo 0.581389 -1.023528 1.408780 0.2417 0.1178 1.4905 1.81
C -1.985236 -2.262163 -1.599827 0.0531 0.1000 -0.0350 0.00
C -1.097715 -1.272521 -2.291002 0.2837 0.1019 0.8309 -0.26
N -1.391351 -0.906402 -3.515978 -0.2149 0.0771 -0.4664 0.14
C -0.572145 -0.102625 -4.197604 -0.1632 -0.1595 0.1598 -0.07
C 0.662599 0.288295 -3.728616 0.3956 -0.0613 0.0026 -0.14
C 1.596175 1.080803 -4.616350 -0.1016 -0.0306 0.0638 -0.20
O 2.816236 0.409175 -4.887681 0.0348 -0.0539 -0.0590 -0.05
C 1.047813 -0.118176 -2.437120 -1.0061 -0.3220 0.4231 -0.07
C 2.415384 0.026227 -1.960541 0.8130 0.0732 0.5310 -0.04
N 2.734570 -0.534132 -0.861726 -0.4638 0.1364 -0.5391 0.09
C 3.990892 -0.683381 -0.315272 0.3516 -0.1699 0.4318 -0.19
C 5.275181 -0.451060 -0.822259 -0.2810 -0.0204 0.0029 0.03
C 6.389153 -0.783631 -0.067074 0.2295 0.0308 0.0318 -0.05
C 6.299426 -1.364981 1.199198 -0.0507 0.0725 0.0239 0.01
C 5.042371 -1.600805 1.720834 -0.4975 0.1009 0.0872 -0.09
C 3.949240 -1.257462 0.946150 0.7162 0.2309 -0.4463 -0.16
I 1.727943 -3.822574 -1.274885 -0.0826 -0.0764 -0.3569 0.54
C 0.075364 -0.793543 -1.643250 0.1847 0.4382 -1.8201 -0.28
O 0.256163 -0.979179 -0.350316 -0.6380 -0.0345 -1.9035 -0.37
H -2.951310 -2.293777 -2.092212 -0.0869 0.0351 -0.0470 0.08
H -2.102086 -2.039000 -0.541196 -0.0631 -0.0393 0.0068 0.06
H -1.532384 -3.254743 -1.672806 -0.0685 -0.0357 0.1156 0.08
H -0.921373 0.195059 -5.180607 0.0710 0.0556 -0.0110 0.12
H 1.876718 2.014270 -4.123590 0.0095 0.0036 -0.0713 0.12
H 1.072337 1.331139 -5.543547 0.0106 0.0781 0.0562 0.12
H 2.638986 -0.339035 -5.468305 0.0081 0.0064 0.0154 0.11
H 3.137109 0.541796 -2.593567 -0.0347 -0.0071 -0.0734 0.13
H 5.396636 -0.038863 -1.815024 0.0162 0.0357 -0.0016 0.12
H 7.370599 -0.589059 -0.477833 0.0027 -0.0152 -0.0095 0.11
H 7.194560 -1.609766 1.753575 0.0274 -0.0395 -0.0171 0.12
H 4.641179 -3.406847 2.707361 -0.1236 -0.0120 0.0583 0.17
Br 3.580742 -4.710865 0.043360 0.2433 -0.1151 0.1606 0.00
C 4.492937 -2.334880 2.946124 -0.0175 -0.2548 -0.2361 -0.13
C 4.950361 -2.153567 4.357209 -0.0810 0.0478 0.1291 -0.04
C 4.071241 -2.006999 5.356224 0.4166 0.0435 0.1600 -0.59
Br 4.727049 -1.876219 7.129145 -0.0386 -0.0816 -0.0778 0.84
C 2.634790 -1.819797 5.169516 -0.3078 0.0117 -0.1726 -0.15
C 1.700601 -1.594486 6.162626 0.0071 0.0022 -0.2215 0.01
C 0.419821 -1.174911 5.793840 0.0776 0.0306 0.0915 0.00
C 0.120444 -0.924959 4.471607 -0.2627 0.0888 -0.2019 -0.09
N 0.953530 -1.199330 3.455132 0.4208 -0.3123 1.6486 -0.07
C 2.179533 -1.719289 3.826137 -0.0111 0.0714 -0.1886 -0.17
C 3.057791 -2.005211 2.816483 0.3949 0.1845 0.2595 -0.15
O 2.738507 -1.573240 1.566759 -0.1773 -0.3659 -0.0380 -0.10
H 6.005907 -2.249843 4.569316 0.0140 0.0354 0.0112 0.12
H 1.965008 -1.703115 7.204415 0.0280 0.0351 0.0128 0.09
H -0.331713 -0.990106 6.546632 -0.0076 0.0482 -0.0124 0.12
H -0.831212 -0.490498 4.197639 -0.0120 -0.0552 0.0169 0.11
F -0.882550 -3.256776 1.086573 0.1157 0.2103 0.1836 -0.25
P -0.427066 -4.409775 2.222794 0.1444 0.3534 -0.1172 0.18
F -0.022195 -5.385171 1.042030 -0.0485 -0.0550 0.0442 -0.16
F -0.786769 -3.288427 3.366837 -0.0582 -0.1577 0.0456 -0.18
F -1.909976 -4.946929 2.281499 -0.0262 -0.1023 -0.0240 -0.10
F 0.125263 -5.388537 3.330368 -0.0542 -0.0594 0.0527 -0.09
F 1.074662 -3.674793 2.119650 -0.0214 0.0982 -0.0713 -0.25
Cl -5.714514 -1.361419 -5.947008 -0.0345 -0.0366 -0.1130 0.71
C -5.280849 -0.490144 -4.527265 0.0344 0.0504 0.2797 -0.66
C -4.556307 0.686060 -4.616375 0.0169 0.0301 -0.1671 -0.08
C -4.205603 1.338991 -3.457900 0.1027 -0.0895 0.0239 -0.03
C -4.544251 0.880338 -2.181128 -0.0309 -0.0532 0.1002 -0.14
C -4.054898 1.822916 -1.078416 0.1428 -0.4073 0.0724 -0.27
C -4.262992 1.499675 0.412523 -0.1771 0.3677 -0.1611 -0.06
N -3.339043 0.537017 1.006831 0.2565 -0.1910 -0.2305 -0.03
C -3.662015 -0.477239 1.873867 0.1252 -0.0945 0.1610 -0.04
C -2.496578 -1.069090 2.241421 -0.2545 -0.0670 0.1865 -0.10
N -1.450125 -0.420886 1.616795 -0.3713 0.1421 -0.1973 -0.08
C -2.007501 0.533721 0.873698 0.1143 0.1512 0.1765 -0.11
O -4.705722 3.057381 -1.303684 -0.0472 0.0667 0.0228 -0.09
C -3.893228 4.207151 -1.097826 -0.0015 0.1454 -0.0757 -0.15
C -2.797713 4.349011 -2.116761 -0.1906 -0.0495 -0.0305 -0.34
C -3.020379 4.614700 -3.437915 0.3360 0.0919 -0.0066 -0.98
Cl -4.538803 4.872064 -4.175397 0.0048 0.0108 -0.0371 0.72
S -1.559808 4.681533 -4.353121 -0.1960 -0.0201 0.2366 1.02
C -0.628768 4.357677 -2.949315 0.0306 0.0019 -0.1410 -0.41
C -1.407493 4.203450 -1.847546 0.0069 -0.0381 0.0224 -0.15
C -5.294939 -0.294273 -2.130291 0.2165 0.1252 -0.2190 -0.57
Cl -5.837843 -1.064301 -0.671723 0.0430 0.0684 0.3159 0.75
C -5.651555 -0.975874 -3.289787 -0.0197 -0.0892 -0.1297 -0.14
H -4.275735 1.079634 -5.583329 0.0218 0.0054 0.0005 0.11
H -3.633704 2.253472 -3.532879 0.0063 -0.0364 0.0125 0.09
H -2.974865 1.948928 -1.246257 -0.0380 -0.0070 -0.0635 0.13
H -5.279918 1.163155 0.571464 -0.0085 -0.1081 0.1501 0.10
H -4.138948 2.446208 0.942800 -0.0383 -0.0638 0.0119 0.13
H -4.671070 -0.690657 2.171817 -0.0780 0.0093 -0.0883 0.13
H -2.356959 -1.913623 2.892888 0.0811 -0.0281 -0.0865 0.10
H -1.453977 1.257210 0.301509 -0.0659 -0.0281 -0.1165 0.12
H -3.448044 4.207831 -0.094966 -0.0587 0.0228 0.0118 0.13
H -4.588287 5.042992 -1.171056 0.0493 0.0200 0.0843 0.14
H 0.446617 4.325137 -3.013327 0.0247 -0.0104 -0.0153 0.06
H -1.015522 4.012067 -0.857127 0.0226 0.0165 0.0303 0.10
H -6.218095 -1.894087 -3.226571 -0.0106 0.0196 0.0778 0.11
Br 3.406362 5.206641 1.452199 -0.0730 -0.1005 0.0119 0.77
C 2.575954 3.508524 1.478807 0.0321 0.0473 0.0028 -0.69
C 1.704020 3.149890 0.463278 0.0286 0.0753 0.1029 -0.12
C 1.122839 1.893719 0.481106 -0.2721 -0.2511 -0.2370 -0.13
C 1.367929 0.953122 1.488206 -0.0126 0.1326 0.0626 -0.22
C 2.252880 1.366058 2.493523 -0.0943 -0.2230 0.1829 -0.10
C 2.848573 2.617531 2.502829 0.0282 0.1251 -0.1330 -0.11
H 1.483869 3.848506 -0.333255 0.0279 -0.0220 -0.0322 0.09
H 0.488959 1.637376 -0.362728 -0.0016 -0.0035 0.0083 0.08
H 2.500950 0.712539 3.320143 0.0063 -0.0014 -0.0161 0.09
H 3.525956 2.897569 3.297592 0.0039 -0.0251 0.0188 0.11


> Which value of charge does entry 1 give?

-1


> Which value of charge does entry 2 give?

+1


> Which of these has the lowest charge?

C45H31I2NO7P